{"formula": "C9H8N3OS", "method": "ωB97M-V with the def2-TZVPD basis set", "charge": 1, "e_above_lowest_kcal_mol": 79.63, "gap_ev": 5.59, "elements": ["C", "C", "C", "C", "C", "C", "C", "C", "C", "N", "N", "N", "O", "S", "H", "H", "H", "H", "H", "H", "H", "H"], "positions_angstrom": [[4.797, -1.239, -2.550], [-4.209, -0.456, 1.664], [-3.220, 0.182, 0.888], [-3.723, -0.821, 2.917], [-1.927, 0.009, 1.406], [-0.615, 0.377, 1.100], [-0.165, 0.809, -0.213], [1.145, 1.147, -0.501], [2.105, 2.264, -2.403], [1.403, 1.726, -1.614], [4.805, -0.136, -2.104], [4.367, 0.812, -1.493], [2.585, 2.782, -3.304], [-2.077, -0.690, 3.020], [5.413, -2.082, -2.966], [-5.235, -0.695, 1.357], [-3.468, 0.592, -0.202], [-4.332, -1.366, 3.523], [0.121, 0.097, 1.877], [-0.950, 1.159, -0.917], [1.851, 1.052, 0.268], [4.665, 1.781, -1.475]], "nbo_charge": [-0.02, -0.24, -0.12, -0.33, -0.31, 0.03, -0.32, 0.22, 0.95, -0.54, 0.01, -0.64, -0.40, 0.58, 0.27, 0.26, 0.26, 0.25, 0.24, 0.24, 0.22, 0.39]}


{"formula": "C9H8NO2S", "method": "ωB97M-V with the def2-TZVPD basis set", "charge": -1, "e_above_lowest_kcal_mol": 7.85, "gap_ev": 6.63, "elements": ["C", "C", "C", "C", "C", "C", "C", "C", "C", "N", "O", "O", "S", "H", "H", "H", "H", "H", "H", "H", "H"], "positions_angstrom": [[1.783, -1.259, -2.072], [0.505, -1.555, -1.615], [2.400, -0.119, -1.586], [-0.106, -0.700, -0.711], [0.612, 0.443, -0.306], [-1.434, -0.930, -0.187], [-2.086, -0.015, 0.525], [-1.523, 1.333, 0.843], [-0.019, 1.359, 0.788], [1.840, 0.719, -0.730], [-0.451, 1.183, 3.436], [0.520, -0.829, 2.388], [0.622, 0.637, 2.557], [2.285, -1.899, -2.787], [-0.012, -2.444, -1.963], [3.403, 0.148, -1.904], [-1.883, -1.896, -0.392], [-3.082, -0.220, 0.899], [-1.986, 2.082, 0.179], [-1.795, 1.601, 1.876], [0.406, 2.359, 0.765]], "nbo_charge": [-0.29, -0.17, 0.02, -0.10, 0.26, -0.22, -0.11, -0.49, -0.47, -0.45, -1.05, -1.05, 1.49, 0.20, 0.20, 0.17, 0.19, 0.19, 0.19, 0.26, 0.22]}


{"formula": "C9H8NS", "method": "ωB97M-V with the def2-TZVPD basis set", "charge": 1, "e_above_lowest_kcal_mol": 57.61, "gap_ev": 7.96, "elements": ["C", "C", "C", "C", "C", "C", "C", "C", "C", "N", "S", "H", "H", "H", "H", "H", "H", "H", "H"], "positions_angstrom": [[2.128, -2.559, 0.951], [-2.363, 1.261, 0.266], [-1.967, 0.363, 1.234], [-1.573, 1.678, -0.778], [-0.819, -0.311, 0.988], [-0.296, 1.106, -0.909], [0.007, 0.057, -0.052], [2.390, 0.733, 0.174], [1.500, -0.443, -0.178], [1.786, -1.611, 0.397], [3.066, 1.688, -0.825], [2.258, -3.496, 1.360], [-3.404, 1.539, 0.362], [-2.750, 0.087, 1.996], [-1.907, 2.305, -1.511], [-0.512, -1.195, 1.614], [0.380, 1.465, -1.561], [2.466, 0.793, 1.206], [1.799, -0.685, -1.474]], "nbo_charge": [0.44, -0.17, -0.19, -0.17, -0.22, -0.18, -0.04, -0.34, -0.18, -0.15, 0.29, 0.29, 0.23, 0.25, 0.23, 0.21, 0.22, 0.20, 0.30]}


{"formula": "C9H8O2", "method": "ωB97M-V with the def2-TZVPD basis set", "e_above_lowest_kcal_mol": 102.18, "gap_ev": 8.26, "smiles": "O[C@H]1C=CC2=CC=CC=C1O2", "elements": ["C", "C", "C", "C", "C", "C", "C", "C", "C", "O", "O", "H", "H", "H", "H", "H", "H", "H", "H"], "positions_angstrom": [[-2.437, -0.070, -0.354], [-1.895, -1.326, -0.021], [-1.708, 1.180, -0.160], [-0.579, -1.667, 0.316], [1.811, 1.056, 0.450], [0.764, 1.824, 0.137], [1.814, -0.518, 0.370], [-0.379, 1.205, -0.434], [0.471, -0.937, -0.132], [0.105, 0.042, -1.171], [2.855, -0.894, -0.504], [-3.526, 0.141, -0.634], [-2.444, -2.258, 0.120], [-2.357, 1.874, 0.245], [-0.479, -2.538, 0.945], [2.779, 1.373, 0.622], [0.784, 2.854, 0.107], [1.863, -0.781, 1.421], [2.557, -0.561, -1.322]], "nbo_charge": [-0.18, -0.20, -0.27, -0.28, -0.15, -0.27, -0.01, 0.29, 0.32, -0.56, -0.68, 0.22, 0.21, 0.23, 0.23, 0.21, 0.22, 0.21, 0.47]}


{"formula": "C9H8O3", "method": "ωB97M-V with the def2-TZVPD basis set", "e_above_lowest_kcal_mol": 143.97, "gap_ev": 8.87, "smiles": "O=C1OCC[C@@]12C[C@]13C=C[C@]21O3", "elements": ["C", "C", "C", "C", "C", "C", "C", "C", "C", "O", "O", "O", "H", "H", "H", "H", "H", "H", "H", "H"], "positions_angstrom": [[-2.730, -0.387, 0.085], [-2.102, -0.161, 1.219], [-1.636, -1.099, -0.586], [-0.804, -0.855, 0.682], [1.739, -0.899, 0.145], [-0.529, -0.550, -1.478], [0.788, 1.202, 0.431], [2.260, 1.255, -0.040], [0.404, -0.172, 0.027], [1.824, -2.111, 0.139], [-1.106, -2.114, 0.322], [2.730, -0.051, -0.019], [-3.669, -0.190, -0.353], [-2.319, 0.287, 2.261], [0.087, -1.291, -1.982], [-0.776, 0.396, -2.084], [0.870, 1.099, 1.547], [-0.021, 1.942, -0.022], [2.302, 1.781, -1.040], [2.689, 1.918, 0.746]], "nbo_charge": [-0.19, -0.19, 0.08, 0.25, 0.76, -0.35, -0.45, -0.08, -0.16, -0.55, -0.40, -0.46, 0.21, 0.22, 0.24, 0.23, 0.21, 0.24, 0.19, 0.20]}


{"formula": "C9H8O3", "method": "ωB97M-V with the def2-TZVPD basis set", "e_above_lowest_kcal_mol": 45.90, "gap_ev": 8.72, "smiles": "CC(=O)c1ccc2c(c1)OCO2", "elements": ["C", "C", "C", "C", "C", "C", "C", "C", "C", "H", "H", "H", "H", "H", "H", "H", "H", "O", "O", "O"], "positions_angstrom": [[-3.082, -1.265, -0.019], [-2.460, 0.102, -0.092], [-0.887, 0.219, 0.012], [-0.542, 1.582, 0.072], [0.783, 1.962, 0.098], [1.725, 0.948, -0.019], [3.544, -0.443, -0.053], [1.310, -0.399, 0.141], [0.015, -0.765, 0.220], [-2.987, -1.893, -1.011], [-4.204, -1.080, 0.214], [-2.797, -1.760, 0.865], [-1.276, 2.286, -0.024], [0.896, 3.072, -0.064], [3.945, -0.615, 0.954], [4.271, -0.897, -0.804], [-0.385, -1.825, 0.102], [-3.260, 1.075, -0.220], [3.064, 0.901, -0.154], [2.328, -1.205, -0.218]], "nbo_charge": [-0.74, 0.58, -0.15, -0.16, -0.29, 0.33, 0.23, 0.21, -0.25, 0.24, 0.25, 0.23, 0.23, 0.24, 0.15, 0.19, 0.24, -0.56, -0.50, -0.48]}


{"formula": "C9H9Cl2N3O", "method": "ωB97M-V with the def2-TZVPD basis set", "e_above_lowest_kcal_mol": 70.29, "s_squared": 2.03, "gap_ev": [4.36, 3.53], "multiplicity": 3, "elements": ["C", "C", "C", "C", "C", "C", "C", "C", "C", "N", "N", "N", "O", "Cl", "Cl", "H", "H", "H", "H", "H", "H", "H", "H", "H"], "positions_angstrom": [[2.237, -2.543, 0.186], [2.512, -1.693, -0.812], [1.240, -2.278, 1.050], [1.728, -0.603, -1.030], [0.525, -1.077, 0.980], [0.679, -0.257, -0.100], [0.103, 2.155, -0.404], [-1.529, 0.440, 0.462], [-1.099, 3.066, -0.375], [-1.791, 0.728, 1.630], [-0.188, 0.825, -0.218], [-2.334, -0.222, -0.454], [1.238, 2.474, -0.766], [-3.812, -0.792, 0.238], [-1.665, -1.318, -1.581], [2.812, -3.456, 0.354], [3.460, -1.919, -1.496], [1.024, -3.092, 1.865], [1.832, 0.012, -2.014], [-0.086, -0.908, 1.888], [-0.890, 4.040, 0.242], [-1.980, 2.612, -0.070], [-1.276, 3.258, -1.452], [-2.740, 0.546, 1.877]], "nbo_charge": [-0.10, -0.24, -0.20, -0.14, -0.20, 0.36, 0.69, 0.53, -0.71, -0.77, -0.37, -0.59, -0.53, -0.05, -0.11, 0.23, 0.24, 0.24, 0.27, 0.28, 0.26, 0.25, 0.26, 0.39]}


{"formula": "C9H9Cl3F3O9Pd", "method": "ωB97M-V with the def2-TZVPD basis set", "charge": -1, "e_above_lowest_kcal_mol": 57.92, "s_squared": 2.01, "gap_ev": [6.06, 6.08], "multiplicity": 3, "elements": ["Pd", "Cl", "Cl", "Cl", "C", "C", "O", "C", "O", "O", "F", "H", "H", "H", "C", "C", "O", "C", "O", "O", "F", "H", "H", "H", "C", "C", "O", "C", "O", "O", "F", "H", "H", "H"], "positions_angstrom": [[-1.924, 0.803, -2.800], [-2.993, 3.090, -2.799], [-3.848, -0.574, -4.065], [-0.305, 1.009, -5.032], [2.634, 2.901, 0.352], [1.906, 1.937, 1.377], [0.726, 1.696, 0.724], [0.782, 2.001, -0.522], [-0.077, 1.869, -1.356], [1.962, 2.630, -0.833], [1.492, 2.619, 2.378], [3.674, 2.576, 0.381], [2.771, 3.973, 0.498], [2.376, 0.984, 1.622], [-1.502, -0.857, 2.313], [-2.056, 0.524, 2.548], [-2.435, 0.906, 1.266], [-2.511, -0.153, 0.449], [-2.684, -0.027, -0.771], [-2.109, -1.250, 1.159], [-1.127, 1.369, 3.155], [-1.899, -1.530, 3.073], [-0.413, -0.841, 2.353], [-2.980, 0.599, 3.121], [1.480, -3.482, -1.087], [1.462, -2.439, 0.046], [0.353, -1.650, -0.348], [0.037, -1.883, -1.562], [-0.827, -1.357, -2.223], [0.920, -2.646, -2.104], [2.579, -1.661, -0.021], [0.752, -4.271, -0.897], [2.396, -3.967, -1.427], [1.389, -2.899, 1.031]], "nbo_charge": [1.15, -0.71, -0.72, -0.77, -0.13, 0.46, -0.48, 0.98, -0.56, -0.47, -0.31, 0.18, 0.21, 0.15, -0.12, 0.45, -0.47, 0.99, -0.55, -0.48, -0.34, 0.20, 0.19, 0.15, -0.14, 0.44, -0.48, 0.97, -0.55, -0.46, -0.34, 0.19, 0.23, 0.17]}


{"formula": "C9H9F3N3", "method": "ωB97M-V with the def2-TZVPD basis set", "charge": 1, "e_above_lowest_kcal_mol": 0.00, "gap_ev": 9.39, "smiles": "FC(F)(F)[C@@H]1N=CC[N+]1=c1cc[nH]cc1", "elements": ["C", "C", "C", "C", "C", "C", "C", "C", "C", "N", "N", "N", "F", "F", "F", "H", "H", "H", "H", "H", "H", "H", "H", "H"], "positions_angstrom": [[-1.163, 0.057, 0.724], [-0.151, -1.492, -0.868], [-2.330, -0.777, 0.773], [-1.249, -2.231, -0.773], [-0.056, -0.323, -0.092], [2.787, 2.064, -0.067], [1.380, 1.664, 0.513], [2.490, 0.020, -0.796], [2.982, -1.010, 0.246], [3.268, 1.172, -0.861], [-2.293, -1.811, 0.008], [1.054, 0.440, -0.054], [4.289, -1.247, 0.022], [2.898, -0.476, 1.454], [2.412, -2.207, 0.271], [-0.947, 0.884, 1.246], [0.689, -1.837, -1.580], [-3.270, -0.587, 1.154], [-1.420, -3.099, -1.254], [3.359, 2.990, 0.071], [1.515, 1.552, 1.537], [0.531, 2.513, 0.382], [2.438, -0.488, -1.737], [-3.156, -2.341, -0.018]], "nbo_charge": [-0.29, -0.24, 0.13, 0.06, 0.27, 0.18, -0.30, 0.04, 0.95, -0.37, -0.45, -0.38, -0.31, -0.32, -0.31, 0.23, 0.26, 0.24, 0.23, 0.24, 0.23, 0.23, 0.23, 0.43]}


{"formula": "C9H9F6N2O9S5Ta", "method": "ωB97M-V with the def2-TZVPD basis set", "e_above_lowest_kcal_mol": 54.77, "gap_ev": 7.14, "elements": ["Ta", "O", "C", "C", "N", "C", "C", "O", "O", "C", "C", "O", "O", "H", "H", "H", "H", "H", "H", "H", "H", "H", "S", "C", "S", "S", "F", "C", "F", "F", "S", "O", "O", "N", "S", "O", "O", "C", "F", "F", "F"], "positions_angstrom": [[-0.360, -0.748, -0.370], [0.283, 1.301, 1.453], [-0.704, 2.090, 2.108], [-1.419, 2.855, 1.012], [-1.899, 1.949, -0.020], [-3.131, 1.277, 0.317], [-2.854, 0.050, 1.208], [-3.556, -0.303, 2.102], [-1.716, -0.577, 0.850], [-1.592, 2.384, -1.364], [-0.119, 2.022, -1.662], [0.683, 2.818, -2.051], [0.142, 0.739, -1.413], [0.801, 0.823, 2.110], [-0.227, 2.796, 2.792], [-1.395, 1.459, 2.673], [-0.696, 3.536, 0.561], [-2.238, 3.445, 1.438], [-3.621, 0.902, -0.582], [-3.832, 1.915, 0.862], [-1.708, 3.459, -1.513], [-2.217, 1.857, -2.083], [-3.492, -3.295, -2.919], [-2.424, -2.442, -2.057], [-2.096, -0.734, -2.274], [-1.402, -3.043, -0.795], [3.362, -3.577, -2.195], [2.360, -4.006, -1.440], [1.324, -4.314, -2.194], [2.734, -5.049, -0.728], [1.863, -2.627, -0.302], [1.281, -1.619, -1.219], [0.891, -3.096, 0.639], [3.247, -2.208, 0.291], [3.090, -1.058, 1.380], [1.660, -0.796, 1.565], [3.905, -1.203, 2.527], [3.684, 0.472, 0.484], [3.573, 1.504, 1.309], [2.887, 0.658, -0.560], [4.927, 0.386, 0.060]], "nbo_charge": [2.08, -0.73, -0.08, -0.24, -0.44, -0.34, 0.81, -0.51, -0.81, -0.32, 0.80, -0.53, -0.79, 0.51, 0.19, 0.18, 0.22, 0.20, 0.26, 0.22, 0.22, 0.24, 0.03, -0.53, -0.05, -0.05, -0.29, 0.79, -0.28, -0.28, 2.21, -0.94, -0.86, -1.15, 2.24, -0.99, -0.86, 0.74, -0.30, -0.30, -0.29]}


{"formula": "C9H9FNO2", "method": "ωB97M-V with the def2-TZVPD basis set", "charge": 1, "gap_ev": [7.21, 7.21], "elements": ["C", "C", "C", "C", "C", "C", "C", "C", "C", "N", "O", "O", "F", "H", "H", "H", "H", "H", "H", "H", "H", "H"], "positions_angstrom": [[1.845, -0.617, -0.577], [2.466, 1.441, 0.463], [3.120, -1.045, -0.540], [3.735, 1.028, 0.611], [1.476, 0.691, -0.127], [4.057, -0.270, 0.056], [-1.680, -1.771, 0.340], [0.122, 1.301, -0.199], [-2.402, 1.002, -0.151], [-1.090, 0.335, -0.322], [-0.141, 2.445, -0.013], [-0.872, -0.879, 0.051], [5.321, -0.711, -0.039], [1.094, -1.152, -1.054], [2.231, 2.400, 0.689], [3.482, -1.865, -1.046], [4.462, 1.574, 1.164], [-1.192, -2.798, 0.412], [-2.788, -1.673, 0.231], [-2.770, 0.884, 0.836], [-2.097, 2.034, -0.295], [-3.183, 0.679, -0.930]], "nbo_charge": [-0.11, -0.12, -0.31, -0.26, -0.23, 0.48, 0.19, 0.70, -0.49, -0.10, -0.48, -0.13, -0.29, 0.20, 0.23, 0.25, 0.25, 0.24, 0.22, 0.22, 0.29, 0.24]}


{"formula": "C9H9FSi", "method": "ωB97M-V with the def2-TZVPD basis set", "e_above_lowest_kcal_mol": 59.28, "gap_ev": 9.33, "elements": ["C", "C", "C", "C", "C", "C", "C", "C", "C", "F", "Si", "H", "H", "H", "H", "H", "H", "H", "H", "H"], "positions_angstrom": [[-3.511, -2.490, -0.018], [-2.942, -1.440, 0.162], [3.033, -0.604, -0.574], [2.670, 0.366, 0.323], [2.055, -1.213, -1.283], [1.322, 0.667, 0.599], [0.725, -0.815, -1.175], [0.339, 0.178, -0.283], [-1.798, 1.879, 1.327], [-1.953, 1.298, -1.471], [-1.421, 0.688, -0.129], [-3.654, -3.492, 0.293], [4.013, -0.841, -0.946], [3.446, 1.033, 0.881], [2.362, -1.754, -2.161], [0.908, 1.298, 1.355], [0.007, -0.989, -1.950], [-0.760, 2.128, 1.796], [-2.522, 2.790, 1.250], [-2.320, 1.315, 2.004]], "nbo_charge": [-0.42, -0.36, -0.19, -0.21, -0.20, -0.17, -0.15, -0.60, -1.17, -0.65, 2.04, 0.22, 0.23, 0.22, 0.22, 0.21, 0.22, 0.24, 0.28, 0.25]}